No. 1
The following is a quantum chemistry calculation of 2 unconnected molecules or ions with the total composition C6H14N3O3 at a distorted geometry, from OMol25.

Properties
Net charge: +1
Highest occupied orbital energy, eV: -13.964
E_LUMO, eV: -2.99
Multiplicity: 1
Gap between HOMO and LUMO, eV: 10.97

Cartesian coordinates (Å):
C1 -1.884 1.042 -0.786
C2 2.528 0.458 -0.270
C3 3.028 1.449 0.641
C4 -0.693 -1.909 1.233
C5 -1.939 -1.771 -0.821
C6 -1.248 0.234 0.331
N1 -1.048 1.506 -1.706
N2 -0.884 0.995 1.321
N3 -1.404 -1.111 0.321
O1 -3.090 1.123 -0.743
O2 3.512 -0.195 -0.811
O3 1.344 0.187 -0.430
H1 4.222 1.374 0.847
H2 2.342 1.662 1.456
H3 2.912 2.319 0.017
H4 -1.021 -3.021 1.402
H5 0.421 -1.939 1.138
H6 -0.803 -1.482 2.290
H7 -2.181 -2.863 -0.593
H8 -2.985 -1.327 -1.089
H9 -1.317 -1.648 -1.666
H10 -0.090 1.247 -1.642
H11 -1.428 1.880 -2.525
H12 -0.480 0.697 2.139
H13 -1.006 2.000 1.235
H14 3.194 -0.908 -1.289

How is the electron density shared among the atoms? According to Löwdin, the charges in e are: atom 1 (C): -0.51, atom 2 (C): -0.60, atom 3 (C): 0.02, atom 4 (C): -0.06, atom 5 (C): -0.02, atom 6 (C): -0.21, atom 7 (N): 0.25, atom 8 (N): 0.27, atom 9 (N): -0.13, atom 10 (O): 0.13, atom 11 (O): 0.19, atom 12 (O): 0.04, atom 13 (H): 0.17, atom 14 (H): 0.09, atom 15 (H): 0.10, atom 16 (H): 0.14, atom 17 (H): 0.10, atom 18 (H): 0.11, atom 19 (H): 0.13, atom 20 (H): 0.14, atom 21 (H): 0.09, atom 22 (H): 0.09, atom 23 (H): 0.12, atom 24 (H): 0.10, atom 25 (H): 0.16, atom 26 (H): 0.10



No. 2
The following is a quantum chemistry calculation of 2 unconnected molecules or ions with the total composition C6H14N3S at a distorted geometry, from OMol25.

Properties
Net charge: +1
Highest occupied orbital energy (spin up / spin down), eV: -13.039 / -11.160
E_LUMO (spin up / spin down), eV: -3.39 / -5.88
Multiplicity: 1
Gap between HOMO and LUMO (spin up / spin down), eV: 9.65 / 5.28

Cartesian coordinates (Å):
C1 0.366 0.801 -1.108
C2 2.553 0.314 0.383
C3 1.376 -0.600 0.486
C4 1.923 1.757 0.405
C5 -0.174 -1.514 -1.308
C6 -2.799 -0.625 1.351
N1 0.489 -0.432 -0.710
N2 0.898 1.833 -0.538
N3 -2.576 0.223 -1.079
S1 -3.799 -0.149 -0.160
H1 3.292 0.300 1.171
H2 3.197 0.104 -0.521
H3 1.563 -1.631 0.633
H4 0.704 -0.337 1.284
H5 1.561 1.891 1.401
H6 2.632 2.580 0.272
H7 -0.589 -2.189 -0.476
H8 -0.985 -1.130 -1.965
H9 0.462 -2.355 -1.685
H10 -1.877 -0.112 1.348
H11 -2.600 -1.675 1.399
H12 -3.301 -0.339 2.217
H13 0.465 2.667 -0.800
H14 -2.782 0.618 -2.001

How is the electron density shared among the atoms? According to Löwdin, the charges in e are: atom 1 (C): 0.07, atom 2 (C): -0.11, atom 3 (C): -0.10, atom 4 (C): -0.15, atom 5 (C): -0.07, atom 6 (C): -0.31, atom 7 (N): -0.12, atom 8 (N): 0.08, atom 9 (N): -0.45, atom 10 (S): 0.86, atom 11 (H): 0.12, atom 12 (H): 0.15, atom 13 (H): 0.13, atom 14 (H): 0.13, atom 15 (H): 0.12, atom 16 (H): 0.14, atom 17 (H): 0.12, atom 18 (H): 0.08, atom 19 (H): 0.11, atom 20 (H): 0.00, atom 21 (H): 0.03, atom 22 (H): 0.01, atom 23 (H): 0.15, atom 24 (H): 0.01



No. 3
The following is a quantum chemistry calculation of 2 unconnected molecules or ions with the total composition C6H14N4 at a distorted geometry, from OMol25.

Properties
Net charge: 0
Highest occupied orbital energy (spin up / spin down), eV: -8.189 / -6.689
E_LUMO (spin up / spin down), eV: 0.94 / 0.67
Multiplicity: 1
Gap between HOMO and LUMO (spin up / spin down), eV: 9.12 / 7.36

Cartesian coordinates (Å):
C1 -2.167 -0.866 0.939
C2 -1.346 1.550 0.501
C3 -0.920 0.015 -1.159
C4 -2.493 0.552 0.537
C5 -2.151 -0.501 -0.499
C6 2.705 -1.812 0.070
N1 -0.365 1.076 -0.436
N2 2.289 1.574 0.158
N3 2.131 -0.575 -0.390
N4 1.707 0.402 0.454
H1 -1.235 -0.977 1.521
H2 -2.912 -1.393 1.376
H3 -1.714 2.582 0.090
H4 -0.954 1.656 1.522
H5 -0.239 -0.741 -1.417
H6 -1.279 0.379 -2.075
H7 -3.537 0.849 0.754
H8 -3.045 -1.062 -1.101
H9 2.193 -2.727 0.093
H10 3.609 -2.078 -0.553
H11 2.940 -1.834 1.159
H12 1.655 2.305 0.528
H13 2.452 1.819 -0.881
H14 2.674 -0.195 -1.191

How is the electron density shared among the atoms? According to Löwdin, the charges in e are: atom 1 (C): -0.10, atom 2 (C): -0.22, atom 3 (C): -0.26, atom 4 (C): -0.24, atom 5 (C): -0.23, atom 6 (C): -0.12, atom 7 (N): 0.01, atom 8 (N): -0.04, atom 9 (N): -0.14, atom 10 (N): -0.12, atom 11 (H): 0.12, atom 12 (H): 0.06, atom 13 (H): 0.14, atom 14 (H): 0.11, atom 15 (H): 0.09, atom 16 (H): 0.10, atom 17 (H): 0.14, atom 18 (H): 0.18, atom 19 (H): 0.03, atom 20 (H): 0.10, atom 21 (H): 0.08, atom 22 (H): 0.08, atom 23 (H): 0.11, atom 24 (H): 0.12



No. 4
The following is a quantum chemistry calculation of 2 unconnected molecules or ions with the total composition C6H14N4 at a distorted geometry, from OMol25.

Properties
Net charge: +2
Highest occupied orbital energy, eV: -17.463
E_LUMO, eV: -7.55
Multiplicity: 1
Gap between HOMO and LUMO, eV: 9.91

Cartesian coordinates (Å):
C1 0.088 2.453 0.082
C2 0.577 1.139 -0.400
C3 -3.022 -0.488 -0.444
C4 1.789 -0.857 -0.311
C5 0.684 -0.128 1.736
C6 0.860 0.049 0.346
N1 -4.237 -0.303 -0.594
N2 1.722 -1.043 -1.634
N3 -1.907 -0.709 -0.262
N4 2.440 -1.677 0.451
H1 -0.931 2.682 0.040
H2 0.564 3.128 -0.621
H3 0.650 1.011 -1.372
H4 0.472 -1.212 2.008
H5 -0.304 0.377 2.035
H6 1.489 0.294 2.324
H7 -4.588 -0.103 -1.559
H8 -5.011 -0.561 0.079
H9 1.204 -0.454 -2.155
H10 2.217 -1.639 -2.230
H11 0.429 2.522 1.151
H12 -0.886 -0.671 -0.113
H13 2.849 -1.323 1.377
H14 2.852 -2.487 0.068

How is the electron density shared among the atoms? According to Löwdin, the charges in e are: atom 1 (C): 0.00, atom 2 (C): -0.04, atom 3 (C): -0.17, atom 4 (C): -0.31, atom 5 (C): -0.06, atom 6 (C): -0.34, atom 7 (N): 0.24, atom 8 (N): 0.26, atom 9 (N): 0.38, atom 10 (N): 0.24, atom 11 (H): 0.08, atom 12 (H): 0.11, atom 13 (H): 0.07, atom 14 (H): 0.13, atom 15 (H): 0.13, atom 16 (H): 0.11, atom 17 (H): 0.19, atom 18 (H): 0.21, atom 19 (H): 0.07, atom 20 (H): 0.14, atom 21 (H): 0.12, atom 22 (H): 0.10, atom 23 (H): 0.20, atom 24 (H): 0.14



No. 5
The following is a quantum chemistry calculation of a gas-phase ion, C6H14N4O (charge +2) at a distorted geometry, from OMol25.

Properties
Net charge: +2
Highest occupied orbital energy (spin up / spin down), eV: -16.833 / -16.832
E_LUMO (spin up / spin down), eV: -8.06 / -8.06
Multiplicity: 1
Structure (SMILES): N/C([NH3+])=C(\N)[N+]1=C(O)CCC1
Gap between HOMO and LUMO (spin up / spin down), eV: 8.78 / 8.78

Cartesian coordinates (Å):
N1 -3.281 -0.001 0.235
C1 -1.995 -0.096 -0.245
N2 -1.950 -1.166 -1.277
C2 -0.788 0.594 0.364
N3 -0.899 1.748 1.158
N4 0.463 0.139 0.003
C3 1.520 0.938 -0.294
O1 1.404 2.210 -0.289
C4 2.810 0.264 -0.296
C5 2.460 -1.177 -0.044
C6 0.984 -1.145 0.501
H1 -3.914 0.675 -0.161
H2 -3.435 0.186 1.200
H3 -2.393 -0.693 -2.073
H4 -0.998 -1.556 -1.289
H5 -2.592 -1.821 -1.035
H6 -1.685 2.205 0.786
H7 -0.764 1.758 2.160
H8 0.691 2.700 0.057
H9 3.495 0.539 -1.102
H10 3.541 0.655 0.372
H11 2.578 -1.784 -0.884
H12 3.229 -1.757 0.522
H13 0.402 -2.087 0.010
H14 1.117 -1.328 1.619

How is the electron density shared among the atoms? According to Löwdin, the charges in e are: atom 1 (N): 0.11, atom 2 (C): -0.19, atom 3 (N): 0.29, atom 4 (C): -0.19, atom 5 (N): 0.15, atom 6 (N): 0.01, atom 7 (C): -0.21, atom 8 (O): 0.27, atom 9 (C): -0.04, atom 10 (C): -0.12, atom 11 (C): -0.07, atom 12 (H): 0.12, atom 13 (H): 0.11, atom 14 (H): 0.20, atom 15 (H): 0.16, atom 16 (H): 0.13, atom 17 (H): 0.10, atom 18 (H): 0.14, atom 19 (H): 0.12, atom 20 (H): 0.17, atom 21 (H): 0.15, atom 22 (H): 0.10, atom 23 (H): 0.16, atom 24 (H): 0.16, atom 25 (H): 0.17



No. 6
The following is a quantum chemistry calculation of 2 unconnected molecules or ions with the total composition C6H14N5 at a distorted geometry, from OMol25.

Properties
Net charge: +1
Highest occupied orbital energy, eV: -11.539
E_LUMO, eV: -3.75
Multiplicity: 1
Gap between HOMO and LUMO, eV: 7.79

Cartesian coordinates (Å):
C1 -2.133 0.898 -0.117
C2 -1.926 -1.620 -0.087
N1 -2.706 -0.413 0.239
N2 -0.719 -1.609 0.460
N3 -2.171 -2.420 -1.243
H1 -3.151 -0.621 1.149
H2 -0.606 -0.830 1.115
H3 0.148 -2.150 0.173
H4 -3.018 -2.435 -1.655
H5 -1.539 -3.369 -1.454
H6 -2.328 1.576 0.666
H7 -2.671 1.215 -1.048
H8 -1.022 0.768 -0.327
C3 2.879 -0.379 -1.045
C4 2.126 1.986 0.059
C5 2.163 0.560 -0.074
C6 0.867 1.038 1.741
N4 1.306 2.335 1.056
N5 1.430 0.057 1.109
H9 2.490 2.846 -0.575
H10 1.019 3.204 1.126
H11 3.784 -0.857 -0.702
H12 3.327 0.209 -1.842
H13 0.339 1.149 2.674
H14 2.113 -1.141 -1.397

How is the electron density shared among the atoms? According to Löwdin, the charges in e are: atom 1 (C): -0.07, atom 2 (C): -0.29, atom 3 (N): -0.05, atom 4 (N): 0.19, atom 5 (N): 0.18, atom 6 (H): 0.14, atom 7 (H): 0.08, atom 8 (H): 0.17, atom 9 (H): 0.05, atom 10 (H): 0.22, atom 11 (H): 0.07, atom 12 (H): 0.10, atom 13 (H): 0.09, atom 14 (C): -0.06, atom 15 (C): -0.08, atom 16 (C): -0.25, atom 17 (C): -0.14, atom 18 (N): 0.07, atom 19 (N): 0.03, atom 20 (H): 0.15, atom 21 (H): 0.07, atom 22 (H): 0.07, atom 23 (H): 0.07, atom 24 (H): 0.11, atom 25 (H): 0.08



No. 7
The following is a quantum chemistry calculation of a gas-phase ion, C6H14N5O4 (charge +1) at a distorted geometry, from OMol25.

Properties
Net charge: +1
Highest occupied orbital energy, eV: -13.417
E_LUMO, eV: -3.21
Multiplicity: 1
Structure (SMILES): N/C(=N\[N+](=O)[O-])[C@@](N)(CCC[NH3+])C(=O)O
Gap between HOMO and LUMO, eV: 10.20

Cartesian coordinates (Å):
N1 3.133 1.816 0.098
C1 2.651 0.614 0.197
N2 3.299 -0.471 0.023
N3 4.559 -0.538 -0.378
O1 5.055 -1.616 -0.175
O2 5.066 0.418 -0.909
C2 0.979 0.581 0.502
N4 0.565 1.741 1.108
C3 0.260 0.363 -0.882
C4 -1.238 0.061 -0.873
C5 -1.585 -1.372 -0.420
N5 -2.532 -1.360 0.724
C6 0.575 -0.563 1.451
O3 -0.490 -0.554 1.998
O4 1.462 -1.478 1.766
H1 4.155 1.838 -0.030
H2 2.639 2.643 0.421
H3 0.955 1.753 2.015
H4 -0.421 1.867 1.037
H5 0.952 -0.323 -1.498
H6 0.478 1.258 -1.505
H7 -1.708 0.852 -0.140
H8 -1.766 0.405 -1.858
H9 -2.148 -1.833 -1.205
H10 -0.640 -1.914 -0.017
H11 -2.802 -2.325 1.127
H12 -3.334 -0.941 0.233
H13 -1.982 -0.944 1.540
H14 2.381 -1.543 1.325

How is the electron density shared among the atoms? According to Löwdin, the charges in e are: atom 1 (N): 0.22, atom 2 (C): -0.25, atom 3 (N): 0.11, atom 4 (N): -0.45, atom 5 (O): 0.11, atom 6 (O): 0.08, atom 7 (C): -0.35, atom 8 (N): 0.12, atom 9 (C): -0.13, atom 10 (C): -0.16, atom 11 (C): -0.16, atom 12 (N): 0.14, atom 13 (C): -0.49, atom 14 (O): 0.08, atom 15 (O): 0.16, atom 16 (H): 0.13, atom 17 (H): 0.13, atom 18 (H): 0.11, atom 19 (H): 0.09, atom 20 (H): 0.16, atom 21 (H): 0.14, atom 22 (H): 0.14, atom 23 (H): 0.16, atom 24 (H): 0.12, atom 25 (H): 0.16, atom 26 (H): 0.21, atom 27 (H): 0.17, atom 28 (H): 0.12, atom 29 (H): 0.15



No. 8
The following is a quantum chemistry calculation of a molecular structure, C6H14NO at a distorted geometry, from OMol25.

Properties
Net charge: -1
Highest occupied orbital energy, eV: -2.132
E_LUMO, eV: 3.18
Multiplicity: 1
Gap between HOMO and LUMO, eV: 5.32

Cartesian coordinates (Å):
C1 0.548 -2.031 -3.353
O1 1.010 -3.284 -3.503
C2 0.842 0.196 -0.713
C3 -0.013 -0.188 0.333
C4 -0.256 0.809 1.376
C5 0.180 0.097 2.858
C6 -1.698 1.230 1.686
N1 0.930 1.430 -1.342
H1 1.038 -1.285 -4.055
H2 -0.532 -1.908 -3.619
H3 0.627 -1.570 -2.342
H4 1.789 -0.341 -0.668
H5 -0.090 -1.267 0.428
H6 0.248 1.771 1.234
H7 0.020 0.695 3.752
H8 -0.170 -0.931 2.913
H9 1.226 0.131 2.554
H10 -2.207 1.629 0.803
H11 -1.630 2.039 2.428
H12 -2.317 0.438 2.106
H13 0.136 2.014 -1.074
H14 0.318 0.325 -1.801

How is the electron density shared among the atoms? According to Löwdin, the charges in e are: atom 1 (C): -0.53, atom 2 (O): -0.44, atom 3 (C): -0.41, atom 4 (C): -0.11, atom 5 (C): -0.41, atom 6 (C): -0.05, atom 7 (C): -0.13, atom 8 (N): 0.06, atom 9 (H): 0.04, atom 10 (H): 0.03, atom 11 (H): 0.00, atom 12 (H): 0.14, atom 13 (H): 0.10, atom 14 (H): 0.12, atom 15 (H): 0.05, atom 16 (H): 0.06, atom 17 (H): 0.05, atom 18 (H): 0.06, atom 19 (H): 0.07, atom 20 (H): 0.07, atom 21 (H): 0.05, atom 22 (H): 0.18



Listing ΔE to the lowest compared entry with this formula, charge and spin for the structures above in their given order: 0.0, 109.0, 151.2, 65.5, 45.8, 79.8, 0.0, 142.1 kcal per mole.